#1
ORCA calculation (ωB97M-V/def2-TZVPD) on a single C5H8N2O molecule.

Each line ends with the natural charge from an NBO analysis.
Atoms and positions in Å:
C -1.806 -1.676 0.715  -0.65
C -0.929 -0.612 0.172  0.18
N -1.451 0.632 -0.159  -0.44
N -0.512 1.103 -1.271  -0.40
C 0.556 0.805 -0.505  0.36
C 1.679 1.727 -0.217  -0.69
C 0.425 -0.560 -0.021  0.06
O 1.402 -1.512 -0.110  -0.68
H -2.206 -1.384 1.690  0.24
H -2.658 -1.836 0.047  0.24
H -1.264 -2.617 0.827  0.21
H -0.666 2.089 -1.477  0.37
H 1.501 2.738 -0.587  0.22
H 2.587 1.337 -0.687  0.25
H 1.860 1.759 0.860  0.25
H 1.483 -1.993 0.724  0.48

Calculated values
SMILES	Cc1n[nH]c(C)c1O
molecular weight	112.13	g mol⁻¹



#2
ORCA calculation (ωB97M-V/def2-TZVPD) on a molecular structure, C5H8N2O.

Each line ends with the natural charge from an NBO analysis.
Atoms and positions in Å:
C -1.914 -0.516 0.043  -0.58
C 1.015 -0.501 -1.119  -0.41
C 1.147 1.118 0.730  -0.41
N 0.307 0.168 -0.012  -0.45
C -1.121 0.667 -0.285  0.71
C -0.611 -1.242 0.888  0.29
O -1.394 1.842 -0.200  -0.49
N -0.243 -2.110 1.581  -0.46
H -2.822 -0.282 0.597  0.27
H -1.997 -1.197 -0.803  0.26
H 1.458 1.915 0.054  0.20
H 0.334 -1.185 -1.623  0.21
H 1.401 0.259 -1.801  0.20
H 1.849 -1.078 -0.714  0.22
H 0.569 1.547 1.549  0.22
H 2.022 0.594 1.115  0.22

Calculated values
molecular weight	112.13	g mol⁻¹



Compare the structures above. Which one is the least stable? #1 is.